Entry one
The following is a quantum chemistry calculation of a 2-piece molecular cluster, C7H13N3O2 overall, from the OMol25 dataset.

Properties
HOMO-LUMO gap in eV: 10.42
Structure (SMILES): [O-]/[NH+]=N\C1CCCCC1.N=C=O
Molar mass in u: 171.20

Last column: Mulliken charge in e.
Geometry (Å):
O: -1.7959 3.3616 0.1142  -0.57
N: -2.4724 2.3349 0.2139  0.10
N: -2.1156 1.1538 0.3557  -0.15
C: -0.6949 0.9187 0.4281  0.25
C: -0.4682 -0.4460 1.0706  -0.35
C: 1.0173 -0.7854 1.1100  -0.70
C: 1.6081 -0.7493 -0.2958  -0.59
C: 1.4069 0.6300 -0.9154  -0.63
C: -0.0752 0.9807 -0.9759  -0.89
H: -3.5050 2.4420 0.1899  0.28
H: -0.2317 1.7104 1.0361  0.39
H: -1.0120 -1.1907 0.4876  -0.01
H: -0.8879 -0.4416 2.0778  0.32
H: 1.1587 -1.7718 1.5542  0.32
H: 1.5382 -0.0623 1.7416  0.35
H: 2.6722 -0.9882 -0.2605  0.32
H: 1.1134 -1.4953 -0.9204  0.30
H: 1.9344 1.3748 -0.3155  0.34
H: 1.8261 0.6569 -1.9224  0.31
H: -0.2035 1.9875 -1.3797  0.38
H: -0.6055 0.2800 -1.6273  0.25
N: -3.3987 -2.2878 -0.1491  -0.41
C: -4.2133 -1.4295 -0.2805  0.53
O: -5.0685 -0.6566 -0.2190  -0.42
H: -2.6709 -2.6846 -0.6969  0.29



Entry two
The following is a quantum chemistry calculation of a 2-piece molecular cluster, C7H13N3O2 overall, from the OMol25 dataset.

Properties
HOMO-LUMO gap in eV: 8.54
Structure (SMILES): N/C=C/C=N/O.NCC#CCO
Molar mass in u: 171.20

Last column: Mulliken charge in e.
Geometry (Å):
N: 1.6127 0.2932 1.5881  -0.44
C: 2.7750 -0.1777 1.0562  -0.09
C: 3.5711 0.2308 0.0868  -0.13
C: 4.8044 -0.5259 -0.1484  -0.18
N: 5.6275 0.0068 -0.9775  -0.41
O: 6.8287 -0.6506 -0.9938  -0.38
H: 1.2638 -0.1659 2.4602  0.22
H: 1.5619 1.3344 1.5789  0.23
H: 3.0854 -1.0891 1.5560  0.18
H: 3.3132 1.0815 -0.5404  0.32
H: 5.0209 -1.3156 0.5295  0.34
H: 7.4575 -0.1961 -1.6086  0.35
N: -5.9753 -1.2126 -0.0011  -0.52
C: -4.9925 -0.7076 -0.9567  -0.53
C: -3.8034 -0.1545 -0.2096  0.26
C: -2.8021 0.3839 0.1893  -0.15
C: -1.4646 0.9965 0.0704  -0.22
O: -1.6514 1.9705 -0.8892  -0.52
H: -6.9151 -1.1474 -0.4382  0.22
H: -5.6905 -2.1040 0.5359  0.22
H: -5.3126 0.1003 -1.5898  0.33
H: -4.4863 -1.4553 -1.5999  0.21
H: -1.1221 1.4854 1.0277  0.17
H: -0.6510 0.2587 -0.2190  0.20
H: -2.0551 2.7603 -0.5069  0.31



Entry three
The following is a quantum chemistry calculation of one molecule with the formula C7H13N3O2, from the OMol25 dataset.

Properties
HOMO-LUMO gap in eV: 8.23
Molar mass in u: 171.20

Last column: Mulliken charge in e.
Geometry (Å):
C: 0.2546 0.3029 0.2069  -0.15
C: -0.9758 0.9883 -1.5859  0.39
C: -0.0979 -1.7723 1.4680  -1.51
C: 1.9016 -0.3383 1.9343  -1.63
C: 1.5951 -1.5840 -0.2797  -1.51
C: -3.3169 0.6011 -2.0416  -0.60
C: 0.9735 -0.8233 0.8769  1.99
N: -0.7004 0.0802 -0.7220  -0.32
N: 0.6885 1.5643 0.3249  -0.05
N: 0.0856 2.4551 -0.3809  -0.33
O: 0.9849 3.3670 -0.9375  -0.43
O: -1.9495 1.2872 -2.3186  -0.33
H: -0.7689 -2.1500 0.6827  0.35
H: 0.2960 -2.6962 2.1991  0.26
H: -0.6653 -1.0680 2.1373  0.43
H: 1.4218 -0.4225 2.8918  0.39
H: 2.7932 -1.0239 2.1091  0.31
H: 2.1113 0.6983 1.7083  0.40
H: 2.2057 -2.3002 0.2779  0.42
H: 0.9433 -2.0162 -1.0698  0.30
H: 2.3836 -0.7964 -0.5455  0.42
H: -4.0283 1.1308 -2.5321  0.29
H: -3.5123 0.6111 -0.8710  0.27
H: -3.1936 -0.4094 -2.6369  0.26
H: 0.5701 4.3140 -0.8959  0.38



Most stable structure - entry one; separation to the second - 0.1369 hartree.



Entry one
The following is a quantum chemistry calculation of a 2-piece molecular cluster, C3H7N2 overall, from the OMol25 dataset.

Properties
Net charge: +1
HOMO-LUMO gap (alpha / beta) in eV: 8.13 / 3.82
Molar mass in u: 71.10

Last column: Mulliken charge in e.
Geometry (Å):
C: -1.0023 -0.4007 -1.1333  0.42
C: 0.3075 -0.8139 -0.6351  -0.49
C: 1.4299 0.7181 2.1559  -0.20
N: -0.5433 0.4572 -0.2724  -0.33
N: -2.0265 -0.4681 -2.0304  -0.35
H: 0.4925 -1.3722 0.2980  0.39
H: 1.0900 -0.7902 -1.3712  0.26
H: 1.4209 -0.2988 1.8007  0.17
H: 0.9322 1.5458 1.6035  0.31
H: 2.0500 1.0462 3.0499  0.29
H: -2.1139 -1.3510 -2.4673  0.26
H: -2.7867 0.1379 -2.0270  0.26



Entry two
The following is a quantum chemistry calculation of C3H7N2 as an isolated structure, from the OMol25 dataset.

Properties
Net charge: +1
HOMO-LUMO gap in eV: 11.39
Molar mass in u: 71.10

Last column: Mulliken charge in e.
Geometry (Å):
C: 0.0991 -0.1601 -0.3024  0.52
C: -0.0310 0.4775 1.5996  -0.19
C: -0.0079 -0.4422 -1.7179  -1.05
N: 0.8846 0.9924 0.5602  -0.38
N: -0.7283 -0.3751 0.6517  -0.01
H: 0.5229 0.0149 2.4808  0.30
H: -0.8668 1.2331 1.9068  0.26
H: -0.6948 -1.1899 -1.9124  0.38
H: 1.0204 -0.6198 -2.2484  0.32
H: -0.4830 0.4547 -2.1997  0.31
H: 1.8068 0.6087 0.5983  0.32
H: -1.5219 -0.9942 0.5833  0.22



Entry three
The following is a quantum chemistry calculation of an isolated ion of composition C3H7N2 and charge +1, from the OMol25 dataset.

Properties
Net charge: +1
HOMO-LUMO gap in eV: 12.23
Structure (SMILES): C[C@@H]1NC1=[NH2+]
Molar mass in u: 71.10

Last column: Mulliken charge in e.
Geometry (Å):
C: 1.6551 0.5142 -0.1648  -1.13
C: 0.5511 -0.4023 0.4861  0.16
N: -0.3869 -1.2731 -0.2005  -0.16
C: -0.8723 -0.1282 -0.0048  0.13
N: -1.9241 0.5441 -0.0546  -0.30
H: 1.3164 1.0040 -0.9658  0.43
H: 2.4142 -0.1840 -0.4406  0.33
H: 2.1156 1.2509 0.5402  0.31
H: 0.5604 -0.7724 1.4410  0.45
H: -0.5570 -2.2205 -0.5405  0.26
H: -2.0313 1.5386 -0.1161  0.26
H: -2.8411 0.1288 0.0203  0.26



Most stable structure - entry two; separation to the second - 0.0078 hartree.



Entry one
The following is a quantum chemistry calculation of an isolated ion of composition C3H7N2 and charge +1, from the OMol25 dataset.

Properties
Net charge: +1
HOMO-LUMO gap (alpha / beta) in eV: 7.13 / 9.10
Molar mass in u: 71.10

Last column: Mulliken charge in e.
Geometry (Å):
C: 1.4820 -0.5031 0.0179  0.07
C: 0.2341 -0.1618 0.7919  -0.11
C: -2.0062 -0.0022 -0.1386  -0.65
N: -0.7766 0.4817 0.0213  -0.29
N: 2.2368 0.0573 -0.7601  -0.18
H: -0.0991 -1.0809 1.3682  0.36
H: 0.8163 0.6020 1.5117  0.30
H: -2.2323 -0.9006 0.4640  0.32
H: -2.8303 0.8584 -0.0045  0.26
H: -2.1377 -0.1482 -1.1825  0.31
H: 3.2000 -0.1826 -0.9069  0.31
H: 2.1130 0.9800 -1.1825  0.30



Entry two
The following is a quantum chemistry calculation of a 2-piece molecular cluster, C3H7N2 overall, from the OMol25 dataset.

Properties
Net charge: +1
HOMO-LUMO gap in eV: 9.82
Molar mass in u: 71.10

Last column: Mulliken charge in e.
Geometry (Å):
C: -2.0170 0.4468 1.0586  0.26
C: -1.0081 0.4629 0.4218  -0.89
C: 0.2361 0.3644 -0.1269  0.22
N: 0.4256 0.5841 -1.4948  -0.45
N: 0.8005 -1.1819 0.3722  -0.43
H: -2.9502 0.4705 1.5537  0.44
H: 1.2513 1.4541 0.7375  0.35
H: 1.0379 1.2482 -1.8226  0.22
H: -0.4438 0.5149 -1.9993  0.26
H: 1.6939 -1.1531 0.9066  0.37
H: 1.0091 -1.8394 -0.4873  0.37
H: -0.0353 -1.3717 0.8804  0.31



Entry three
The following is a quantum chemistry calculation of a 2-piece molecular cluster, C3H7N2 overall, from the OMol25 dataset.

Properties
Net charge: +1
HOMO-LUMO gap in eV: 10.32
Molar mass in u: 71.10

Last column: Mulliken charge in e.
Geometry (Å):
C: 1.1268 -3.2828 1.6713  0.07
C: 0.6240 -2.2097 1.4881  -0.56
C: 0.1724 -1.0449 0.7968  0.28
N: 0.7071 -0.4246 -0.2016  -0.25
N: -0.6515 1.6152 -0.7110  -0.96
H: 1.3084 -4.2634 2.2130  0.36
H: -0.6585 -0.6579 1.2945  0.36
H: 0.3761 0.5579 -0.3484  0.48
H: 1.6759 -0.7491 -0.4976  0.28
H: -1.2427 2.2962 -0.0972  0.31
H: -1.3208 1.1573 -1.3850  0.32
H: -0.2300 2.3662 -1.3136  0.32



Most stable structure - entry three; separation to the second - 0.0832 hartree.



Entry one
The following is a quantum chemistry calculation of an isolated ion of composition C3H7N2 and charge +1, from the OMol25 dataset.

Properties
Net charge: +1
HOMO-LUMO gap in eV: 11.66
Structure (SMILES): C1=NCC[NH2+]1
Molar mass in u: 71.10

Last column: Mulliken charge in e.
Geometry (Å):
C: -1.3271 0.6068 0.0194  -0.08
N: -1.5353 -0.5630 0.0845  -0.27
C: 0.0397 -1.3440 -0.0648  -0.29
C: 0.9787 -0.1272 0.1203  -0.60
N: 0.0559 1.0732 -0.0753  -0.21
H: -2.0857 1.4187 0.3428  0.35
H: -0.0825 -2.2636 0.6571  0.32
H: 0.0298 -1.6687 -1.1133  0.29
H: 1.6532 -0.0178 -0.6599  0.36
H: 1.5407 -0.2197 1.0235  0.35
H: 0.3352 1.4387 -1.0484  0.41
H: 0.3974 1.6666 0.7142  0.38



Entry two
The following is a quantum chemistry calculation of an isolated ion of composition C3H7N2 and charge +1, from the OMol25 dataset.

Properties
Net charge: +1
HOMO-LUMO gap in eV: 10.40
Structure (SMILES): [H]/N=C/C[NH+]=C
Molar mass in u: 71.10

Last column: Mulliken charge in e.
Geometry (Å):
H: -1.2872 1.8927 -1.6563  0.26
N: -0.9631 1.1825 -1.0375  -0.53
C: 0.1076 1.4974 -0.4449  -0.04
C: 0.5391 0.4027 0.5401  -0.49
N: -0.2008 -0.7877 0.1670  -0.01
C: 0.0345 -2.0270 0.3172  -0.14
H: 0.7429 2.4065 -0.5512  0.37
H: 1.6426 0.3685 0.7176  0.36
H: 0.2912 0.7455 1.5990  0.29
H: -1.0231 -0.4687 -0.3067  0.33
H: -0.7216 -2.6718 0.0209  0.28
H: 0.8380 -2.5405 0.6349  0.32



Most stable structure - entry two; separation to the second - 0.0306 hartree.



Entry one
The following is a quantum chemistry calculation of a 2-piece molecular cluster, C3H7N2 overall, from the OMol25 dataset.

Properties
Net charge: +1
HOMO-LUMO gap in eV: 10.61
Molar mass in u: 71.10

Last column: Mulliken charge in e.
Geometry (Å):
C: -0.1136 0.4294 -0.4986  -0.17
C: 0.4818 1.2103 0.4583  -0.19
C: 1.1044 -0.0180 0.1231  0.33
N: -2.0511 -0.2901 0.0549  -0.69
N: 2.2265 -0.7410 -0.0576  -0.37
H: -0.4355 0.5507 -1.6260  0.31
H: 0.4353 2.0911 1.1149  0.37
H: -2.2279 0.7239 0.1645  0.33
H: -2.0253 -0.7391 0.9568  0.29
H: -2.5991 -0.9407 -0.5859  0.28
H: 3.0094 -0.7026 0.5596  0.26
H: 2.1951 -1.5740 -0.6640  0.26



Entry two
The following is a quantum chemistry calculation of a 2-piece molecular cluster, C3H7N2 overall, from the OMol25 dataset.

Properties
Net charge: +1
HOMO-LUMO gap in eV: 7.16
Molar mass in u: 71.10

Last column: Mulliken charge in e.
Geometry (Å):
C: 0.3657 -1.9661 -1.3893  -0.27
C: -0.1905 1.6632 1.2155  0.29
C: 0.2901 -0.4843 -1.2516  -0.45
N: 0.5759 -0.8782 -2.4374  -0.11
N: -0.5195 1.2715 2.4332  -0.20
H: 1.1878 -2.5221 -1.1923  0.28
H: -0.6344 -2.4559 -1.3382  0.20
H: -0.4154 2.6258 0.8057  0.28
H: -0.0042 1.0053 0.4332  0.16
H: 0.6393 -0.4399 -3.3131  0.25
H: -0.3794 0.3577 2.7921  0.28
H: -0.9154 1.8229 3.2423  0.31



Most stable structure - entry one; separation to the second - 0.0745 hartree.



Entry one
The following is a quantum chemistry calculation of a 2-piece molecular cluster, C2H7O2 overall, from the OMol25 dataset.

Properties
Net charge: -1
HOMO-LUMO gap in eV: 7.65
Molar mass in u: 63.08

Last column: Mulliken charge in e.
Geometry (Å):
O: 0.8515 -1.4760 -1.6174  -0.75
H: 0.8315 -0.9167 -0.7461  0.48
C: -0.0461 0.9629 0.7971  -0.34
O: 0.7794 -0.0689 0.5670  -0.91
C: -1.5221 0.7225 0.4232  -0.95
H: -0.0609 1.2859 1.8528  0.24
H: 0.2331 1.9212 0.2634  0.17
H: 1.1394 -2.3429 -1.3171  0.25
H: -1.5950 0.3623 -0.6058  0.25
H: -1.9771 -0.0432 1.0459  0.24
H: -2.1420 1.6253 0.5345  0.33



Entry two
The following is a quantum chemistry calculation of a 2-piece molecular cluster, C2H7O2 overall, from the OMol25 dataset.

Properties
Net charge: -1
HOMO-LUMO gap in eV: 7.89
Molar mass in u: 63.08

Last column: Mulliken charge in e.
Geometry (Å):
C: 0.0607 -0.2505 -0.4913  -0.05
O: 1.2327 -0.3531 0.1492  -0.79
C: -0.3347 1.0179 -1.1776  -0.97
H: -0.0692 -1.1426 -1.1625  0.19
H: -0.7547 -0.4957 0.2983  -0.04
H: -1.4152 1.0397 -1.0418  0.31
H: 0.1962 1.8914 -0.7993  0.27
H: -0.0406 0.9793 -2.2749  0.19
H: 0.9056 -0.5838 1.5261  0.49
H: -0.3839 -1.0219 2.3986  0.24
O: 0.6031 -1.0807 2.5752  -0.84



Most stable structure - entry one; separation to the second - 0.0239 hartree.